{"formula": "C61H144BN8O27", "method": "wB97M-V/def2-TZVPD", "homo_energy_ha": -0.236, "orbital_gap_ev": 8.47, "total_charge": -1, "molar_mass_da": 1432.66, "e_lumo_ev": 2.056, "symbols": ["O", "C", "O", "B", "O", "C", "O", "O", "C", "O", "C", "O", "O", "C", "C", "C", "O", "H", "H", "H", "H", "H", "H", "H", "H", "C", "C", "C", "O", "H", "H", "H", "H", "H", "H", "H", "H", "C", "C", "C", "O", "H", "H", "H", "H", "H", "H", "H", "H", "C", "O", "C", "C", "N", "C", "C", "O", "C", "H", "H", "H", "H", "H", "H", "H", "H", "H", "H", "H", "H", "H", "H", "H", "C", "O", "C", "C", "N", "C", "C", "O", "C", "H", "H", "H", "H", "H", "H", "H", "H", "H", "H", "H", "H", "H", "H", "H", "C", "O", "C", "C", "N", "C", "C", "O", "C", "H", "H", "H", "H", "H", "H", "H", "H", "H", "H", "H", "H", "H", "H", "H", "C", "O", "C", "C", "N", "C", "C", "O", "C", "H", "H", "H", "H", "H", "H", "H", "H", "H", "H", "H", "H", "H", "H", "H", "C", "O", "C", "C", "N", "C", "C", "O", "C", "H", "H", "H", "H", "H", "H", "H", "H", "H", "H", "H", "H", "H", "H", "H", "C", "O", "C", "C", "N", "C", "C", "O", "C", "H", "H", "H", "H", "H", "H", "H", "H", "H", "H", "H", "H", "H", "H", "H", "C", "O", "C", "C", "N", "C", "C", "O", "C", "H", "H", "H", "H", "H", "H", "H", "H", "H", "H", "H", "H", "H", "H", "H", "C", "O", "C", "C", "N", "C", "C", "O", "C", "H", "H", "H", "H", "H", "H", "H", "H", "H", "H", "H", "H", "H", "H", "H"], "coordinates": [[2.757751, 1.731565, -1.616283], [2.017095, 0.944529, -1.112536], [1.129960, 0.173210, -1.725141], [0.178089, -0.364427, -0.774295], [0.575493, 0.186810, 0.524301], [1.660222, 0.889631, 0.389916], [2.191375, 1.487366, 1.294179], [0.252675, -1.858186, -0.739975], [-0.984576, -2.321184, -0.937268], [-1.372595, -3.432799, -0.727868], [-1.868270, -1.143157, -1.351885], [-1.175306, -0.042567, -1.226773], [-3.017544, -1.221287, -1.689752], [2.041024, 4.513355, -4.149031], [1.701328, 3.652262, -5.368421], [0.612663, 4.283902, -6.242087], [2.875904, 3.448200, -6.144358], [2.756575, 3.939025, -3.552134], [1.183290, 4.580629, -3.476184], [2.468666, 5.477590, -4.419883], [1.432400, 2.657628, -4.990289], [-0.385706, 3.901448, -6.068190], [0.900133, 4.123000, -7.288285], [0.785328, 5.364612, -6.259311], [3.564124, 3.140382, -5.537328], [0.288804, -0.466782, -4.583196], [-0.360186, -0.907516, -5.838700], [-1.842597, -1.243948, -5.582405], [-0.288549, 0.153561, -6.788907], [1.334924, -0.165039, -4.684830], [0.310228, -1.290474, -3.860598], [-0.160118, 0.328607, -3.983557], [0.162778, -1.808081, -6.179584], [-1.921161, -2.081554, -4.883281], [-2.280609, -1.730434, -6.462892], [-2.400154, -0.352759, -5.311940], [-0.921592, 0.023093, -7.499264], [-3.817564, -5.861688, -4.121637], [-4.481990, -4.488236, -3.859904], [-5.933237, -4.423813, -4.368962], [-4.578957, -4.299286, -2.450563], [-2.949840, -5.703023, -4.777675], [-4.421902, -6.595869, -4.650300], [-3.326754, -6.246428, -3.228540], [-3.977488, -3.608625, -4.278219], [-5.933970, -4.276230, -5.449866], [-6.502351, -3.630359, -3.890411], [-6.375027, -5.388555, -4.112874], [-3.662705, -4.314591, -2.141801], [-6.356073, 4.712334, 5.745366], [-5.033426, 4.971470, 5.343812], [-4.273669, 5.368486, 6.455933], [-2.781538, 5.416641, 6.135888], [-2.521022, 6.169345, 4.914746], [-1.093858, 6.301912, 4.660150], [-0.399811, 4.977486, 4.352537], [-1.081201, 4.278291, 3.344987], [-0.548441, 3.016741, 3.025086], [-7.012495, 4.628330, 4.880515], [-6.739083, 5.548046, 6.346355], [-6.396633, 3.806154, 6.359578], [-4.524645, 4.711337, 7.302750], [-4.546391, 6.309721, 6.968186], [-2.523947, 4.354672, 6.088854], [-2.169583, 5.803432, 6.961783], [-2.843708, 7.116229, 5.098101], [-0.492687, 6.845072, 5.408439], [-0.878377, 6.946698, 3.801033], [-0.320636, 4.323619, 5.228001], [0.592499, 5.284647, 3.998259], [-0.513973, 2.341344, 3.888953], [0.484747, 3.170617, 2.696450], [-1.093247, 2.462013, 2.264482], [-3.633232, -8.915157, -0.090597], [-3.979217, -7.710713, 0.543782], [-2.977218, -6.712471, 0.333192], [-3.244752, -5.431086, 1.172672], [-2.977889, -5.599551, 2.580489], [-3.767631, -6.612325, 3.297700], [-5.291556, -6.425588, 3.197524], [-6.008877, -7.471390, 3.813534], [-6.322797, -7.273462, 5.176301], [-4.388411, -9.691688, 0.034925], [-2.804968, -9.407927, 0.443273], [-3.345797, -8.742010, -1.129885], [-2.979078, -6.516648, -0.745203], [-1.971855, -7.081928, 0.573187], [-4.238687, -5.137723, 0.835427], [-2.485251, -4.716341, 0.855442], [-2.029430, -5.941860, 2.684218], [-3.583262, -6.467834, 4.369179], [-3.584959, -7.676235, 3.124069], [-5.510395, -6.275141, 2.140080], [-5.643091, -5.512841, 3.695126], [-7.269553, -6.724932, 5.182407], [-5.583257, -6.686487, 5.728930], [-6.421270, -8.224424, 5.694611], [-4.847045, 8.221779, -2.716338], [-6.060180, 7.601188, -3.102008], [-6.605299, 6.705755, -2.115996], [-6.055349, 5.295330, -2.384246], [-6.714158, 4.692507, -3.545642], [-6.875576, 3.229951, -3.404070], [-5.539330, 2.508432, -3.313827], [-5.820369, 1.149158, -3.088678], [-4.942083, 0.217245, -3.673128], [-4.719383, 9.199220, -3.179568], [-4.036420, 7.557075, -3.026881], [-4.783368, 8.393918, -1.637904], [-7.683579, 6.860315, -2.160191], [-6.232012, 7.002631, -1.130020], [-6.240917, 4.828772, -1.405200], [-4.984455, 5.418416, -2.533482], [-7.610064, 5.145148, -3.659790], [-7.453762, 2.955294, -4.288617], [-7.522733, 2.971504, -2.558036], [-4.867053, 2.870100, -2.528546], [-4.977889, 2.622854, -4.249998], [-5.326621, -0.779744, -3.473875], [-3.918397, 0.236897, -3.293667], [-4.854303, 0.404733, -4.751166], [3.967614, 1.974628, 6.318513], [4.260186, 2.988989, 5.411073], [3.424815, 2.985816, 4.261811], [3.889448, 3.971189, 3.213441], [3.552753, 5.356415, 3.547605], [4.250567, 5.867781, 4.737960], [4.285116, 7.378745, 4.694576], [5.154067, 7.784057, 3.665728], [4.935858, 9.135046, 3.224648], [2.894954, 1.779422, 6.468756], [4.412714, 2.223338, 7.278791], [4.275189, 0.970471, 5.989587], [2.382398, 3.234802, 4.502771], [3.426158, 1.945662, 3.911732], [3.479634, 3.607213, 2.269312], [4.985332, 3.932440, 3.096299], [3.795737, 5.866356, 2.706902], [5.291588, 5.554811, 4.558468], [3.827410, 5.395175, 5.616980], [4.638313, 7.679576, 5.689688], [3.262431, 7.752523, 4.568264], [4.247619, 9.019488, 2.378615], [5.844347, 9.359804, 2.664299], [4.606829, 9.854017, 3.966300], [0.221674, -13.129355, 0.088310], [-0.841962, -12.307696, -0.343878], [-0.359538, -11.184090, -1.081223], [0.193222, -9.996536, -0.230483], [0.399686, -8.741989, -0.899303], [1.344747, -8.762504, -2.019853], [1.438550, -7.326489, -2.581724], [0.116873, -6.828677, -2.683099], [0.121220, -5.446488, -2.990491], [0.644923, -13.588576, -0.819357], [-0.187898, -13.996228, 0.609514], [0.982188, -12.610918, 0.673140], [-1.286745, -10.785602, -1.508616], [0.238602, -11.524640, -1.929565], [1.099436, -10.440984, 0.194195], [-0.466649, -9.834582, 0.621288], [-0.438806, -8.402624, -1.365014], [1.065686, -9.399759, -2.866842], [2.330733, -9.026061, -1.633165], [1.988388, -7.173170, -3.515912], [2.056262, -6.772597, -1.862298], [0.003652, -5.247247, -4.065380], [0.984632, -4.895550, -2.623005], [-0.811174, -4.993434, -2.648610], [-0.312044, -0.579593, 3.726721], [-1.711166, -0.337450, 3.634355], [-2.215000, -0.782315, 2.399204], [-3.736159, -0.887904, 2.298371], [-4.261464, -1.571605, 3.449721], [-5.717637, -1.734757, 3.452603], [-6.470828, -0.402720, 3.566083], [-6.029975, 0.173661, 4.787793], [-6.951628, 1.137650, 5.242291], [-0.062233, -1.637022, 3.624179], [-0.021419, -0.295413, 4.741224], [0.185623, 0.130383, 3.063871], [-1.658958, -1.630764, 1.968098], [-1.868024, -0.102137, 1.598787], [-4.045503, -1.365057, 1.355888], [-4.162631, 0.115255, 2.234942], [-3.937356, -2.517325, 3.610094], [-6.048586, -2.317134, 4.316245], [-6.099522, -2.335581, 2.612189], [-7.544521, -0.614891, 3.549942], [-6.251763, 0.269008, 2.730283], [-8.014847, 0.892574, 5.206141], [-6.872689, 2.089615, 4.695914], [-6.628985, 1.494157, 6.222142], [7.093322, -1.550437, -6.365598], [6.800380, -0.328295, -6.989993], [5.476602, 0.150278, -6.770455], [5.223305, 0.791340, -5.419545], [5.628551, 2.190768, -5.371160], [5.515044, 2.865637, -4.076195], [5.697903, 4.373137, -4.240747], [7.026118, 4.713753, -4.403583], [7.201878, 6.049780, -4.826570], [8.169259, -1.674143, -6.235484], [6.612165, -2.438266, -6.782374], [6.789019, -1.449385, -5.311608], [4.744687, -0.622385, -7.017909], [5.433018, 0.931811, -7.531335], [5.651918, 0.226549, -4.576110], [4.167450, 0.729895, -5.130325], [6.528022, 2.305217, -5.821303], [6.251270, 2.532142, -3.335787], [4.479633, 2.618470, -3.833629], [5.240864, 4.849563, -3.355121], [5.024191, 4.690563, -5.051493], [8.240614, 6.319162, -4.653848], [6.679564, 6.735274, -4.140913], [6.758379, 6.251924, -5.801905], [4.520486, -1.189754, 2.030220], [5.789114, -0.659863, 1.688755], [5.622656, 0.736047, 1.461487], [6.897480, 1.414835, 0.954125], [7.787518, 1.840079, 2.016718], [9.153577, 1.993536, 1.565509], [10.052908, 2.317926, 2.746201], [10.117970, 1.192198, 3.602239], [10.803281, 1.464682, 4.774808], [4.595464, -2.254736, 2.256547], [3.832424, -1.145103, 1.180671], [4.111237, -0.693271, 2.912526], [5.160682, 1.323291, 2.264383], [4.868561, 0.890741, 0.679100], [6.610533, 2.140155, 0.192456], [7.418935, 0.610780, 0.405817], [7.831166, 1.076021, 2.687693], [9.201690, 2.860683, 0.894555], [9.540968, 1.164050, 0.954459], [9.589893, 3.187910, 3.221302], [11.067746, 2.540670, 2.395434], [10.625500, 0.680132, 5.515436], [10.525761, 2.383861, 5.309291], [11.889734, 1.519317, 4.604462]], "atomic_forces_ev_per_a": [[0.71, -0.22, -0.28], [-1.11, 0.57, 0.20], [0.94, 0.21, -0.45], [0.38, -0.70, -0.34], [-0.97, -0.63, -0.09], [0.71, 1.06, 1.01], [0.25, -0.25, -0.54], [-0.94, 0.03, -0.01], [0.73, 0.23, 0.56], [0.01, -0.43, -0.34], [-1.10, -0.22, -0.13], [0.33, 0.55, 0.40], [0.31, -0.18, 0.03], [-0.04, -1.06, 0.32], [-0.08, 0.00, 0.53], [1.75, 0.05, -1.05], [0.10, 0.32, -0.22], [0.22, 0.26, 0.02], [-0.13, 0.44, -0.21], [-0.19, 0.08, -0.01], [-0.57, 0.15, -0.07], [-0.11, 0.41, 0.20], [-0.31, -0.81, 0.04], [-0.83, 0.15, 0.76], [0.11, -0.04, -0.50], [1.05, 0.12, 1.73], [-1.50, 0.23, -0.14], [0.63, -1.18, -0.67], [0.49, 0.13, -0.04], [-0.03, -0.08, -0.35], [0.05, -0.20, -0.22], [-0.49, 0.19, -0.63], [-0.01, 0.05, -0.32], [-0.04, 0.51, 0.62], [-0.05, 0.54, -0.32], [-0.09, -0.10, 0.26], [-0.05, -0.22, 0.05], [1.36, 1.11, -1.11], [-1.37, -0.11, 0.50], [0.68, -0.61, 0.04], [0.42, 0.00, 0.07], [-0.12, -0.02, -0.19], [-0.31, -0.04, 0.42], [-0.56, -0.22, 0.22], [0.51, -0.40, -0.13], [-0.16, -0.12, -0.02], [0.16, 0.10, 0.03], [-0.35, 0.12, -0.16], [-0.20, 0.27, 0.44], [-0.15, 0.36, 0.26], [-0.01, 0.54, 0.12], [0.26, 0.41, 1.26], [-0.43, -0.97, 0.05], [0.46, 0.42, 0.47], [0.57, -0.24, -0.82], [0.11, 0.07, -0.18], [-1.13, 0.15, -0.45], [1.19, -0.01, 0.58], [0.26, -0.20, -0.13], [-0.04, -0.02, 0.05], [-0.11, -0.02, -0.06], [0.66, -0.62, -0.14], [-0.56, 0.55, -1.04], [0.49, 0.14, -0.78], [-0.39, 0.11, 0.39], [-0.34, -0.09, -0.20], [-0.23, -0.45, 0.70], [-0.75, -0.15, -0.32], [0.19, 0.11, 0.20], [0.32, -0.43, 0.20], [-0.07, 0.15, 0.23], [0.10, -0.32, -0.21], [-0.36, 0.59, -0.17], [0.63, -0.50, 0.81], [0.01, 0.12, 0.23], [-0.09, 0.13, -0.03], [0.97, -1.51, -1.57], [-0.94, -0.91, 0.91], [-1.16, 0.35, 1.52], [0.33, 1.10, 0.07], [0.48, -1.05, -0.48], [-0.24, 0.65, -0.36], [-0.63, 0.57, -0.39], [0.44, 0.37, -0.22], [-0.16, -0.19, -0.17], [0.12, 0.43, -0.06], [0.01, -0.29, 0.14], [-0.10, 0.58, 0.81], [-0.43, 0.22, -0.41], [0.22, 0.51, -0.19], [0.47, -0.03, -0.02], [0.27, 0.07, -0.61], [-0.67, -0.73, 0.04], [0.49, 0.35, -0.12], [-0.10, -0.04, 0.51], [0.16, 0.04, -0.19], [-0.11, -0.15, -0.25], [0.12, -0.62, -0.06], [-0.57, 0.87, 0.46], [1.73, 0.47, -0.87], [-1.46, 1.19, 0.41], [0.79, -0.50, 0.91], [-0.44, 1.09, -0.34], [0.17, -0.38, -0.50], [-0.36, -0.36, 0.26], [0.43, 0.21, -0.38], [-0.26, -0.12, -0.35], [0.35, 0.27, 0.16], [-0.09, -0.16, 0.08], [-0.10, -0.54, 0.03], [-0.25, 0.12, 0.07], [0.12, -0.86, -0.32], [0.11, -0.26, 0.04], [-0.11, -0.20, -0.10], [0.35, -0.56, -0.09], [0.27, -0.11, 0.32], [-0.27, 0.26, 0.15], [-0.15, 0.12, -0.12], [-0.11, 0.02, -0.07], [-0.10, 0.26, 0.38], [-0.26, -0.16, -0.14], [-0.68, -0.88, 0.13], [-0.01, 0.62, 0.12], [-0.01, -0.66, 0.07], [0.86, -0.23, 0.57], [-1.30, -0.46, -0.52], [0.77, -0.36, -2.42], [-0.51, -0.67, 1.05], [-0.10, 0.72, 0.59], [0.30, -1.89, -1.87], [-0.16, 0.72, 0.06], [0.12, -0.07, -0.03], [0.65, 0.20, -0.15], [0.03, 0.00, 0.29], [-0.09, 0.16, -0.54], [-0.35, 0.54, -0.05], [0.05, -0.52, 0.12], [0.11, 0.54, 0.36], [0.21, -0.06, 0.98], [0.10, 0.33, 0.22], [0.13, 0.49, -0.12], [0.03, 0.19, -0.21], [-0.71, 0.60, 0.41], [0.28, 0.67, 0.70], [0.20, -0.02, 0.18], [-0.32, -0.87, -1.01], [0.66, 0.55, 0.56], [-2.12, 0.89, -0.14], [0.32, -1.90, 0.06], [0.35, 0.02, -1.13], [0.38, 0.81, -0.44], [0.23, -0.20, 0.96], [0.70, 0.56, -0.10], [-1.29, 0.47, -0.85], [0.55, 0.24, 0.17], [-0.10, 0.38, 0.44], [-0.04, -0.06, 0.06], [0.04, -0.04, -0.33], [0.50, 0.13, 0.21], [0.47, 0.89, 0.12], [-0.23, -0.10, -0.10], [-0.39, -0.05, 0.77], [-0.04, -0.43, 0.24], [0.04, -0.26, -0.22], [-0.18, -0.68, -0.32], [-0.50, 0.39, 0.26], [0.67, -0.45, -0.23], [0.01, -0.13, 0.29], [0.22, -0.13, 0.76], [-0.55, 1.04, 0.81], [-0.22, -0.87, 0.08], [0.74, 0.72, -2.05], [0.49, -0.30, 0.31], [-1.64, -0.56, 0.89], [-0.33, 0.43, -0.12], [0.98, -0.73, -0.07], [-1.45, 0.16, 0.00], [0.87, 1.58, 0.02], [0.07, 0.04, -0.55], [-0.09, 0.00, 0.05], [0.46, -0.60, -0.34], [-0.43, -0.93, 1.02], [-0.44, 0.67, 0.20], [0.43, -0.09, -0.19], [0.07, 0.06, 0.36], [0.87, 0.20, -0.42], [0.44, 0.06, 0.26], [0.04, 0.34, -0.43], [-0.09, 0.10, 0.23], [-0.03, 0.06, -0.03], [0.06, -0.65, 0.21], [0.05, -0.23, -0.62], [-0.24, -0.67, 0.34], [-0.04, 0.53, 1.86], [0.34, -0.29, -0.19], [0.38, 0.46, -0.56], [-0.20, 0.04, 1.26], [0.35, 0.03, -0.68], [0.39, -0.09, -1.27], [-2.15, -0.50, 0.59], [0.77, 0.12, -0.53], [-0.57, 0.39, 1.36], [0.06, -0.03, -0.78], [0.01, 0.13, -0.34], [-0.30, -0.44, -0.07], [-0.04, -0.07, 0.17], [-0.58, 0.06, 0.08], [0.50, -0.25, -0.28], [-0.23, 0.15, -0.55], [0.10, 0.10, 0.22], [-0.31, -0.33, 0.24], [0.16, 0.30, 1.06], [0.41, 0.09, 0.14], [0.51, 0.10, -0.35], [0.19, -0.21, -0.79], [-0.24, -0.13, 0.07], [0.51, -0.18, -0.34], [0.09, -0.68, -0.04], [-0.30, 0.67, 0.53], [-0.30, 0.99, -1.25], [-0.08, -2.04, -0.06], [0.10, -0.05, 0.23], [0.34, 0.86, -0.32], [-0.13, -0.42, -0.78], [-0.70, 0.27, -0.04], [0.83, -0.09, 1.17], [0.43, 0.05, 0.08], [-0.13, 0.41, 0.05], [-0.20, 0.15, -0.11], [0.37, -0.49, 0.70], [0.01, -0.34, -0.24], [0.29, 0.61, 0.47], [-0.15, 0.05, -0.37], [-0.34, 0.12, 0.11], [-0.03, 0.04, 0.04], [-0.07, -0.29, 0.28], [0.27, -0.02, 0.39], [-0.02, 0.26, 0.02], [-0.03, -0.22, -0.36], [-0.30, 0.18, -0.50], [-0.06, 0.01, -0.05]]}